Entry 1:
The following is a DFT calculation (ωB97M-V/def2-TZVPD) of a molecular structure, C21H20MoN2O4S3 in a non-equilibrium geometry.

```
51
Properties=species:S:1:pos:R:3:forces:R:3:mulliken_spin:R:1
Mo 1.56773 -1.75752 -1.15408 0.671 0.493 1.458 1.28
C 1.94112 0.18550 -3.61765 0.162 0.104 0.063 0.02
C 2.30710 0.90136 -2.35128 -0.038 -0.108 -0.007 -0.03
C 2.61767 2.26950 -2.35618 0.011 0.140 -0.064 0.00
C 3.00670 2.88771 -1.20183 -0.028 0.095 -0.032 0.00
C 3.10969 2.14240 -0.01078 0.036 0.057 -0.020 0.01
C 3.54298 2.69354 1.21821 0.020 0.070 0.059 -0.02
C 3.64481 1.90477 2.32841 0.027 0.021 0.066 0.01
C 3.30309 0.53904 2.26508 -0.021 -0.070 0.070 -0.01
C 2.86007 -0.01414 1.09044 -0.018 0.036 0.153 0.03
S 2.41305 -1.71511 1.00937 -0.542 -0.100 -1.281 -0.12
C 2.77132 0.78287 -0.06873 -0.032 -0.093 -0.033 -0.02
N 2.35910 0.18563 -1.23146 0.215 0.738 -0.111 0.02
H 1.64851 0.88655 -4.39549 0.002 0.005 -0.009 0.00
H 1.10993 -0.50381 -3.48334 -0.186 -0.058 0.042 0.00
H 2.80481 -0.37869 -3.97491 0.042 -0.015 -0.020 0.00
H 2.53732 2.82047 -3.28397 0.013 -0.036 0.034 0.00
H 3.23456 3.94843 -1.19101 0.018 -0.078 -0.008 0.00
H 3.79874 3.74601 1.26255 -0.005 -0.059 -0.023 0.00
H 3.99029 2.32228 3.26576 -0.031 -0.030 -0.048 0.00
H 3.38541 -0.08563 3.14805 -0.005 0.079 -0.035 0.00
S 4.34333 -3.39167 -2.46519 0.067 0.065 -0.010 0.00
C 3.14923 -2.67000 -1.83721 -0.345 -0.430 -0.213 -0.16
C -2.08287 3.46533 0.44265 0.010 -0.048 0.038 0.00
C -2.36537 2.05702 0.89529 0.053 0.063 -0.007 0.00
C -3.60998 1.47245 0.69670 -0.018 0.048 -0.019 0.00
C -3.85103 0.16245 1.08709 -0.040 -0.081 -0.053 0.00
C -2.82966 -0.56603 1.67469 0.072 -0.014 -0.052 0.00
C -1.58261 0.00227 1.91193 -0.057 0.008 0.002 0.00
C -1.36299 1.30981 1.52085 0.003 -0.014 0.016 0.00
S -3.15091 -2.22036 2.18941 0.020 -0.067 -0.071 0.00
O -2.74244 -2.37234 3.55245 0.101 -0.071 -0.035 0.00
O -4.48834 -2.52412 1.77000 -0.004 -0.084 0.002 0.00
N -2.06144 -3.14536 1.30484 -0.372 -0.058 -0.135 0.00
C -2.54123 -3.64104 -0.01151 0.256 0.303 0.241 0.00
C -2.29906 -2.58048 -1.08290 0.168 -0.073 0.072 0.00
C -0.84073 -2.30808 -1.26724 -0.101 -0.351 -0.159 0.01
O 0.03613 -3.21940 -1.13356 -0.478 0.016 0.068 0.00
O -0.39193 -1.14342 -1.60569 0.249 -0.498 0.219 -0.01
H -3.00145 4.01307 0.23413 0.033 -0.029 0.024 0.00
H -1.48583 3.45483 -0.47301 -0.018 0.013 0.016 0.00
H -1.51632 4.01201 1.19914 -0.045 -0.012 -0.039 0.00
H -4.40739 2.04966 0.24142 0.050 -0.037 0.016 0.00
H -4.82155 -0.29992 0.94315 0.102 0.059 0.011 0.00
H -0.81861 -0.57527 2.42063 -0.001 0.050 -0.043 0.00
H -0.40879 1.78036 1.72706 0.062 -0.020 -0.026 0.00
H -1.76276 -3.88608 1.93691 0.040 0.092 -0.167 0.00
H -3.59764 -3.88520 0.03478 -0.137 -0.040 -0.052 0.00
H -1.98245 -4.53554 -0.26904 0.067 -0.085 0.153 0.00
H -2.81596 -1.65446 -0.84837 0.030 0.156 -0.065 0.00
H -2.66337 -2.92164 -2.05652 -0.078 -0.050 0.014 0.00
```
Positions in Å, forces in eV/Å.

E_LUMO (alpha / beta): -5.7 / -5.4 eV
Total energy: -67627.77290 eV
Spin multiplicity: 2
HOMO energy (alpha / beta): -0.431 / -0.414 Ha
Largest force on an atom: 0.033 hartree/bohr
Expectation value of S²: 0.790
ΔE to the lowest compared entry with this formula, charge and spin: 11.43 kJ/mol
Total charge: +1

---

Entry 2:
The following is a DFT calculation (ωB97M-V/def2-TZVPD) of C4H5NO in the gas phase in a non-equilibrium geometry.

```
11
Properties=species:S:1:pos:R:3:forces:R:3:mulliken_charge:R:1
N -0.70934 -2.62721 -0.75129 0.403 1.027 -0.136 -0.40
C -0.26051 -1.57074 -0.89170 -0.390 -0.908 0.121 0.27
C 0.32194 -0.23402 -1.04290 0.048 0.051 -0.019 -0.61
C -0.20563 0.75851 -0.01350 -0.194 -0.088 -0.126 0.14
C -0.06495 0.50636 1.41914 -0.155 -0.190 0.191 -0.38
O 0.77954 1.43141 0.74702 0.169 0.197 -0.021 -0.43
H 0.12490 0.12229 -2.05860 0.047 -0.052 0.128 0.31
H 1.40752 -0.30870 -0.92410 -0.123 -0.025 0.009 0.25
H -1.02579 1.39134 -0.35228 0.110 -0.105 0.068 0.34
H -0.78076 0.94498 2.11328 0.125 -0.064 -0.125 0.26
H 0.41309 -0.41422 1.75493 -0.040 0.156 -0.090 0.24
```
Positions in Å, forces in eV/Å.

E_LUMO: 0.9 eV
Total energy: -7764.91540 eV
SMILES: N#CC[C@H]1CO1
HOMO energy: -0.401 Ha
Largest force on an atom: 0.022 hartree/bohr
ΔE to the lowest compared entry with this formula, charge and spin: 155.44 kJ/mol
Total charge: 0

---

Look up the largest force on an atom of the second one.
0.022 hartree/bohr